Record 1
Density functional theory data (ωB97M-V with the def2-TZVPD basis set) for C18H23BF11NNiO12S3 as an isolated structure at a distorted geometry.

Structure (XYZ):
```
70
Properties=species:S:1:pos:R:3:forces:R:3:mulliken_charge:R:1
C 4.532878 -0.655512 -1.096720 -0.1 -0.3 0.0 -0.4831
C 4.427112 -1.063578 -2.602345 -0.5 1.6 1.5 -0.4063
C 3.354583 -0.161805 -3.244333 1.6 -2.0 1.6 0.3975
O 3.549224 0.334601 -4.279699 -0.7 1.3 -2.2 -0.4910
O 2.220141 0.044842 -2.478526 -0.6 -0.9 0.6 -0.0489
C 0.984737 -0.037385 -3.181023 -0.2 1.4 -0.9 -1.6987
C -0.133815 -0.967269 -2.677962 0.2 -0.3 -0.8 -1.5508
C -0.263120 -1.368290 -1.189042 1.2 -0.5 0.3 -0.1810
B 1.065946 -2.281081 -0.918258 1.7 -1.5 0.0 0.7308
O 1.939111 -2.655948 -1.943785 -1.2 0.4 -0.5 -0.7365
O 1.410231 -2.889347 0.271664 -0.5 1.6 0.5 -0.6251
C -1.366788 -2.498972 -1.114529 -1.8 -0.4 -1.9 0.3350
F -0.784382 -3.733846 -1.114507 0.8 0.3 0.6 -0.3320
O -2.194201 -2.496216 -2.252022 1.0 2.1 1.1 -0.3415
N -2.367055 -3.824251 -2.856406 -0.2 -1.8 -0.9 0.1034
O -2.277836 -3.745665 -3.993360 -0.3 0.3 0.4 -0.2083
O -2.262438 -2.445260 -0.030745 1.0 1.5 0.9 -0.4123
S -1.653058 -2.057294 1.419367 -1.0 -3.1 1.3 2.0255
O -2.776259 -1.791061 2.254191 -0.5 1.7 -0.3 -0.7442
O -0.936913 -3.187987 1.887615 1.4 0.1 -0.6 -0.6777
C -0.609188 -0.535692 1.301133 -0.1 -0.3 -0.1 0.5375
C 0.738969 -0.677196 2.027107 1.0 -1.6 0.9 -1.2449
C 2.080288 -0.265838 1.420123 0.8 0.8 0.3 -1.0627
O 2.318801 1.114966 1.751947 -0.6 0.1 -0.8 -0.5689
S -1.498498 0.701443 2.376656 -0.8 3.9 -1.5 1.5221
O -0.598793 1.822554 2.398349 1.6 -0.8 0.5 -0.6610
O -2.777092 1.190243 1.974671 -1.0 -1.8 -0.1 -0.6666
C -1.787393 0.261348 4.171608 -1.3 -0.7 1.7 0.5339
F -1.595021 1.382477 4.835944 1.2 0.9 -0.2 -0.1657
F -3.082390 0.040737 4.360968 -0.6 -0.9 -1.0 -0.2392
C -1.037605 -0.838865 4.980202 0.6 0.4 0.8 0.8056
F -1.841754 -1.165080 6.091675 -0.3 0.0 -0.3 -0.4483
F -0.730148 -1.970568 4.411260 -0.4 -0.5 -0.6 -0.2235
F 0.036467 -0.340607 5.510751 0.9 0.4 0.1 -0.2029
C -0.593686 -0.163169 -0.217285 -1.8 1.0 -0.4 1.8016
S 0.503406 1.292451 -0.553700 0.8 -0.1 -0.3 0.5104
C -2.019913 0.377731 -0.729339 -0.6 -0.4 -0.7 -1.0453
C -2.123730 1.815554 -1.268717 -1.8 0.5 0.2 -2.0565
C -2.263151 2.999659 -0.278628 0.6 0.6 -0.5 -0.5497
C -1.766300 4.298383 -0.921840 0.1 -0.1 1.4 0.5923
F -2.630588 4.811984 -1.787756 -0.4 0.0 -0.4 -0.3321
F -0.585162 4.086014 -1.572553 0.1 -0.2 -0.4 -0.2424
C -1.438341 5.363761 0.193972 1.2 -0.3 -1.5 0.6615
F -1.544503 6.576095 -0.265703 -0.7 1.1 -0.4 -0.2524
F -2.157232 5.203232 1.270936 -0.7 -0.1 0.8 -0.2498
F -0.140904 5.217466 0.499125 0.4 -0.6 0.8 -0.2544
H 3.907185 -1.291379 -0.454762 0.3 0.0 -0.2 -0.0895
H 4.192183 0.378530 -0.942191 0.1 -0.2 -0.1 0.1033
H 5.559682 -0.698704 -0.722490 -0.2 -0.2 -0.1 0.5137
H 4.179001 -2.117506 -2.714851 0.1 0.2 -0.1 0.2342
H 5.369184 -0.776236 -3.068977 -0.2 -0.4 -0.3 0.3523
H 0.580421 0.990912 -3.253027 0.1 -0.3 0.1 0.3932
H 1.190328 -0.291118 -4.230394 -0.1 -0.1 0.3 0.6730
H -0.026059 -1.907837 -3.231503 0.1 0.1 0.3 0.8456
H -1.045123 -0.559338 -3.133519 0.1 0.1 0.5 0.3558
H 1.724216 -3.551971 -2.246960 0.4 0.1 0.1 0.2956
H 2.372310 -2.817918 0.369421 -0.1 -0.8 -0.2 0.3892
H 0.849403 -1.728920 2.334274 -0.2 0.1 -0.5 0.6396
H 0.783116 -0.184556 3.012147 -0.5 0.3 -0.4 0.4875
H 2.870091 -0.827971 1.942039 -0.4 -0.2 -0.2 0.5188
H 2.265246 -0.374612 0.343136 -0.5 -0.4 0.2 -0.1607
H 2.850812 1.521823 1.053177 0.2 -0.1 0.3 0.4401
H 0.139045 2.292833 0.296112 -0.4 -0.6 0.3 0.4593
H -2.831375 0.091958 -0.048219 0.4 0.7 0.4 1.1299
H -2.357464 -0.204902 -1.598547 0.8 -0.2 0.2 0.5324
H -3.116713 1.838351 -1.752878 0.3 -0.3 -0.1 0.5042
H -1.487900 2.029543 -2.144080 0.3 -0.2 0.6 0.5188
H -1.714293 2.914689 0.663281 -0.2 -0.2 -0.2 0.1164
H -3.308231 3.194235 -0.016771 0.2 -0.3 0.1 0.7160
Ni -2.269698 -3.037666 6.705098 -0.1 -0.2 0.1 0.8777
```
Forces are in eV/Å.

Its energy is -5482.67645 a.u. Its multiplicity is 3. The LUMO energy (spin up / spin down) is -7.9635 / -9.9904 eV. Its gap between HOMO and LUMO (spin up / spin down) is 7.0 / 5.0 eV. Its net charge is +2. For the HOMO energy (spin up / spin down), the calculation gives -14.987 / -14.979 eV.

Record 2
Density functional theory data (ωB97M-V with the def2-TZVPD basis set) for one molecule with the formula C18H23FN6O4.

Structure (XYZ):
```
52
Properties=species:S:1:pos:R:3:forces:R:3:mulliken_charge:R:1
C 2.694961 2.035947 -1.820003 0.0 0.0 0.0 -1.6214
C 2.322806 0.655339 -1.398181 0.0 0.0 0.0 1.1402
N 1.755604 -0.242744 -2.170524 0.0 0.0 0.0 -0.5322
C 1.594879 -1.362417 -1.387372 0.0 0.0 0.0 -0.9569
C 2.061260 -1.129325 -0.131443 0.0 0.0 0.0 -0.1829
N 2.539676 0.164069 -0.142780 0.0 0.0 0.0 0.2593
C 3.031280 0.892217 1.019317 0.0 0.0 0.0 0.4470
C 4.118934 0.131522 1.756643 0.0 0.0 0.0 -1.6245
C 1.874322 1.271148 1.964707 0.0 0.0 0.0 0.1938
O 2.036779 1.327494 3.167751 0.0 0.0 0.0 -0.6834
N 0.713710 1.574962 1.339093 0.0 0.0 0.0 0.0124
C -0.520577 1.860537 2.050992 0.0 0.0 0.0 -1.5591
C -1.490799 0.679290 2.072153 0.0 0.0 0.0 0.5341
C -0.977403 -0.501299 2.889141 0.0 0.0 0.0 -0.5809
C -1.983996 -1.646943 2.842716 0.0 0.0 0.0 -0.9377
C -2.314169 -2.019034 1.407541 -0.3 0.0 0.2 -0.5161
N -2.817439 -0.841075 0.673838 0.6 -0.2 -0.2 0.1265
C -3.385706 -1.166652 -0.561575 -0.5 0.6 0.1 0.0476
O -4.428691 -1.754504 -0.676152 0.2 -0.4 0.0 -0.5877
C -2.649295 -0.689971 -1.801460 0.0 0.0 0.0 0.8677
N -2.903329 0.534994 -2.275785 0.0 0.0 0.0 -0.6424
C -2.206095 0.880932 -3.339248 0.0 0.0 0.0 0.2449
O -2.450753 2.105697 -3.826357 0.0 0.0 0.0 -0.5040
N -1.279913 0.161644 -3.972088 0.0 0.0 0.0 -0.5708
C -1.035737 -1.042920 -3.495326 0.0 0.0 0.0 0.1421
O -0.114808 -1.810605 -4.069066 0.0 0.0 0.0 -0.4628
C -1.732947 -1.521575 -2.387220 0.0 0.0 0.0 0.9770
F -1.473117 -2.741417 -1.885914 0.0 0.0 0.0 -0.4568
C -1.819383 0.232170 0.651953 0.0 0.0 0.0 -1.2975
H 2.391760 2.163419 -2.855786 0.0 0.0 0.0 0.4053
H 2.198719 2.800776 -1.218134 0.0 0.0 0.0 0.3459
H 3.771579 2.202845 -1.752155 0.0 0.0 0.0 0.3154
H 1.157677 -2.265945 -1.778744 0.0 0.0 0.0 0.5445
H 2.106568 -1.748785 0.747212 0.0 0.0 0.0 0.4467
H 3.442971 1.832653 0.646764 0.0 0.0 0.0 0.2352
H 4.482919 0.730191 2.587465 0.0 0.0 0.0 0.4095
H 3.736661 -0.801209 2.169579 0.0 0.0 0.0 0.3507
H 4.941370 -0.092023 1.078218 0.0 0.0 0.0 0.4411
H 0.658958 1.403619 0.348852 0.0 0.0 0.0 0.1071
H -0.245062 2.141036 3.066498 0.0 0.0 0.0 0.5749
H -0.998974 2.721619 1.578543 0.0 0.0 0.0 0.4865
H -2.420247 1.038984 2.527383 0.0 0.0 0.0 0.3226
H -0.020923 -0.838233 2.472214 0.0 0.0 0.0 0.0486
H -0.780472 -0.193295 3.917683 0.0 0.0 0.0 0.4251
H -1.592068 -2.525891 3.358108 0.0 0.0 0.0 0.4300
H -2.905400 -1.352318 3.351774 0.0 0.0 0.0 0.3714
H -1.411708 -2.401019 0.907326 0.0 0.0 0.0 0.1931
H -3.081732 -2.789608 1.366809 0.0 0.0 0.0 0.4907
H -1.882161 2.221264 -4.598469 0.0 0.0 0.0 0.3789
H 0.409310 -1.244634 -4.654459 0.0 0.0 0.0 0.3983
H -2.222823 1.070614 0.083806 0.0 0.0 0.0 0.6106
H -0.896974 -0.111542 0.154165 0.0 0.0 0.0 0.3923
```
Forces are in eV/Å.

Its energy is -1429.15118 a.u. The LUMO energy is 0.4674 eV. Its gap between HOMO and LUMO is 9.5 eV. Its net charge is 0. For the HOMO energy, the calculation gives -9.068 eV.

Record 3
Density functional theory data (ωB97M-V with the def2-TZVPD basis set) for C18H23FeN2O4 as an isolated structure at a distorted geometry.

Structure (XYZ):
```
48
Properties=species:S:1:pos:R:3:forces:R:3:mulliken_charge:R:1
C -3.995385 2.914655 0.639554 0.0 -0.5 -0.1 -0.7268
O -2.645279 3.386568 0.743157 1.6 -0.1 0.1 -0.3023
C -1.559475 2.491693 0.516004 -1.7 -0.6 0.5 0.5480
C -1.154755 1.553901 1.451508 -0.3 1.6 -0.3 -1.0796
C -0.701809 0.203394 1.079551 1.5 -0.6 -0.3 0.2714
C -0.581539 -0.053635 -0.373893 0.2 2.9 0.7 -0.4252
C -0.619544 1.081729 -1.249601 0.2 -0.8 0.5 0.1705
C -1.046470 2.344632 -0.822439 -0.4 -0.6 -0.8 -1.2611
Fe -0.174191 4.056279 1.252486 -1.5 -1.9 -0.4 0.2168
C 0.997582 3.987179 2.523776 2.1 -1.3 1.7 0.2116
O 1.919019 3.842307 3.191008 -0.5 0.4 0.0 -0.3262
C -0.707578 5.644523 1.642344 -1.3 5.5 1.4 0.2412
O -0.752117 6.790420 1.874431 -0.1 -2.8 -0.6 -0.3698
C 1.054876 4.723134 0.223921 3.6 -0.5 -3.0 0.1487
O 2.023834 4.938905 -0.384957 -2.0 0.2 1.2 -0.3412
H -4.622728 3.784297 0.859074 0.2 -0.2 -0.1 0.2945
H -4.209151 2.555505 -0.380555 0.1 0.1 0.3 0.2685
H -4.216018 2.116242 1.367399 0.2 0.2 -0.2 0.2859
H -1.293231 1.731656 2.494693 -0.7 0.0 0.6 0.6489
H 0.364452 -0.067978 1.291685 -0.6 0.4 1.3 0.0986
H -1.352114 -0.481671 1.645727 0.3 -0.2 -0.2 0.3855
H 0.662086 -0.935947 -1.594102 -0.6 -0.7 -1.4 0.3544
H -0.382967 0.936792 -2.312624 0.2 0.2 0.5 0.5319
H -1.036736 3.241946 -1.449438 -0.2 -0.6 -0.1 0.6060
C 2.827599 -1.149840 -0.427992 0.3 0.1 0.1 -1.6394
C 2.271030 -2.530065 -0.127691 0.6 -0.3 0.4 1.2243
C 3.045673 -3.567790 -0.975729 0.0 0.0 -0.3 -1.7548
C 2.453239 -2.933914 1.333658 0.1 0.3 0.4 -1.4611
N 0.810635 -2.528752 -0.363538 -0.7 -0.3 -0.3 0.4963
C -0.058666 -1.334759 -0.868317 0.6 -1.8 -0.8 -0.5384
N -1.230267 -2.115800 -1.209647 0.3 -1.1 -0.7 0.1585
C -2.402757 -1.528244 -1.768894 -0.7 0.4 -0.6 -0.8385
C -1.050642 -3.451520 -1.154770 -0.7 0.6 -0.7 -0.6628
C 0.203147 -3.704075 -0.707154 0.7 0.9 0.7 -0.0992
H 2.335945 -0.369828 0.167373 0.1 -0.1 -0.2 0.2767
H 3.896086 -1.145716 -0.174314 -0.3 0.1 -0.1 0.4952
H 2.742579 -0.937162 -1.502546 0.1 0.1 0.3 0.4602
H 2.800196 -4.613568 -0.741019 0.0 0.4 0.0 0.4475
H 2.927995 -3.414301 -2.055845 -0.1 0.0 0.2 0.3960
H 4.118800 -3.456750 -0.757302 -0.4 0.0 0.0 0.4319
H 2.119795 -3.966474 1.506633 0.1 0.3 -0.1 0.3662
H 3.514951 -2.856333 1.591661 -0.2 -0.1 0.1 0.4385
H 1.877519 -2.270712 1.989138 0.2 -0.1 0.0 0.3330
H -2.139249 -0.527426 -2.098590 -0.4 -0.1 -0.1 0.3262
H -2.685427 -2.136290 -2.627874 -0.3 0.1 0.0 0.4695
H -3.231723 -1.461401 -1.054175 0.2 -0.1 -0.1 0.2711
H -1.818721 -4.122937 -1.523134 0.2 0.0 0.2 0.4936
H 0.701485 -4.662872 -0.678637 0.0 0.2 0.2 0.4595
```
Forces are in eV/Å.

Its energy is -2373.40242 a.u. Its multiplicity is 5. The LUMO energy (spin up / spin down) is -3.0051 / -5.0203 eV. Its gap between HOMO and LUMO (spin up / spin down) is 7.2 / 6.1 eV. Its net charge is +1. For the HOMO energy (spin up / spin down), the calculation gives -10.214 / -11.108 eV.

Record 4
Density functional theory data (ωB97M-V with the def2-TZVPD basis set) for C18H23HgN5O3 as an isolated structure at a distorted geometry.

Structure (XYZ):
```
50
Properties=species:S:1:pos:R:3:forces:R:3:mulliken_charge:R:1
C -7.039745 3.616507 -4.279772 -0.4 0.3 -1.2 -0.9352
C -7.021207 3.831442 -5.621658 -0.9 0.5 2.1 0.8992
H -7.732930 4.182219 -3.661228 0.3 -0.1 0.0 0.2378
H -6.442759 2.838540 -3.815773 -0.1 0.1 -0.1 0.0825
C -6.166428 3.064533 -6.494268 2.0 -1.2 -0.5 0.9889
C -5.041381 2.457442 -6.031179 -0.9 0.7 -0.8 -1.1568
H -4.722552 2.549238 -4.998060 0.0 0.0 -0.2 0.2807
H -4.397025 1.930602 -6.731061 -0.1 -0.1 0.2 0.2534
C -7.926888 4.882362 -6.222146 0.0 0.2 0.0 -1.3448
H -8.517718 5.363150 -5.439317 0.1 -0.1 -0.1 0.3628
H -8.622718 4.477932 -6.965419 0.2 -0.1 0.1 0.3089
H -7.354950 5.671940 -6.727404 0.0 -0.2 0.1 0.3223
C -6.528790 2.951088 -7.957522 0.0 -0.2 -0.1 -1.3092
H -6.599570 3.921599 -8.460871 0.0 -0.1 0.2 0.3055
H -7.498435 2.455355 -8.099745 0.1 0.1 0.1 0.3204
H -5.781835 2.354814 -8.486361 -0.1 0.1 0.1 0.3628
Hg 0.138012 0.305697 -0.290516 1.3 1.5 -1.2 0.8345
O -1.985306 0.628997 -0.700509 -2.1 -2.2 -0.7 -0.6841
C -2.795044 -0.142537 -1.285013 2.7 1.2 1.5 0.9065
O -0.324553 -1.957745 -0.792732 -2.6 -1.0 -0.9 -0.5906
C -1.421712 -2.298450 -1.253603 2.3 0.6 0.9 0.5172
O -1.621012 -3.554855 -1.630454 -0.9 0.5 -0.2 -0.3233
N -2.568301 -1.521380 -1.474167 -0.8 0.4 -0.3 0.2373
C -3.008521 -3.724438 -2.072852 0.7 -1.3 0.4 -0.3993
C -3.587049 -2.344287 -2.161044 -0.1 0.7 -0.5 -0.6878
H -3.512896 -4.322633 -1.296337 0.2 0.0 -0.5 0.2661
H -2.951427 -4.252306 -3.037246 -0.2 0.2 0.5 0.2959
H -4.559529 -2.277951 -1.666694 0.2 0.0 -0.1 0.4101
H -3.689551 -2.037504 -3.211647 0.0 0.1 0.3 0.3538
C -3.987542 0.507171 -1.749681 -1.4 0.8 -0.5 -0.3364
C -4.114326 1.851420 -1.588518 -0.2 -1.2 -0.2 -0.7684
H -4.772013 -0.109093 -2.194627 0.1 0.5 0.0 0.3011
H -3.344635 2.470792 -1.121261 -0.2 -0.4 -0.2 0.2546
H -5.025437 2.339789 -1.924129 0.2 -0.1 0.0 0.3012
N 3.336624 -0.951378 2.288460 -0.4 0.1 -0.3 -0.1285
C 3.883413 -1.637913 1.180546 -0.6 0.5 0.6 -0.5086
C 2.982726 -1.470883 0.161134 -0.1 0.7 0.8 -0.5079
N 1.945444 -0.673076 0.598236 0.9 -0.8 1.8 -0.0838
C 2.137710 -0.402038 1.898991 1.1 -0.8 -1.4 0.2969
C 1.135404 0.361242 2.636373 -1.3 1.2 0.6 0.2524
N -0.006438 0.725008 2.034470 1.0 -0.3 1.1 -0.2601
C -0.716625 1.513242 2.904962 0.9 -0.3 0.3 -0.3655
C -0.018907 1.648648 4.082537 0.7 -0.5 -0.4 -0.5788
N 1.170891 0.905224 3.903461 -0.3 -0.1 -0.6 -0.1218
H 3.735230 -0.849250 3.222993 0.0 -0.3 -0.7 0.2091
H 4.836407 -2.159660 1.217435 -0.4 0.2 0.1 0.3962
H 2.966427 -1.844551 -0.850302 0.3 0.0 0.1 0.4494
H -1.665080 1.915120 2.585363 0.0 0.1 0.3 0.4787
H -0.245704 2.197892 4.995767 0.2 -0.3 -0.4 0.3888
H 1.950326 0.785708 4.557824 -0.8 0.3 -0.3 0.2158
```
Forces are in eV/Å.

Its energy is -1352.32190 a.u. Its multiplicity is 2. The LUMO energy (spin up / spin down) is -3.3675 / -3.3035 eV. Its gap between HOMO and LUMO (spin up / spin down) is 5.1 / 6.8 eV. Its net charge is +1. For the HOMO energy (spin up / spin down), the calculation gives -8.433 / -10.119 eV.